# 1
{"formula": "C28H24N6PdS2Te", "method": "ωB97M-V/def2-TZVPD", "elements": ["Pd", "S", "N", "C", "C", "C", "C", "C", "N", "C", "C", "N", "C", "C", "C", "C", "C", "N", "H", "H", "H", "H", "H", "H", "Te", "C", "C", "C", "C", "C", "C", "C", "C", "C", "C", "C", "C", "H", "H", "H", "H", "H", "H", "H", "H", "H", "H", "C", "N", "C", "C", "N", "C", "S", "H", "H", "H", "H", "H", "H", "H", "H"], "xyz": [[-0.6530, 0.1078, 0.4563], [5.3926, 3.5967, 3.3720], [3.8503, 4.0564, 3.3211], [3.1827, 3.0933, 2.7047], [1.7595, 3.0926, 2.4453], [0.8945, 4.1236, 2.8236], [-0.4433, 4.0207, 2.5067], [-0.8962, 2.8901, 1.8327], [-0.0833, 1.8999, 1.4859], [1.2312, 1.9899, 1.7688], [2.0862, 0.8911, 1.3119], [1.4903, -0.1065, 0.6218], [2.2327, -1.1162, 0.1794], [3.6019, -1.1972, 0.4148], [4.2255, -0.1884, 1.1162], [3.4597, 0.8887, 1.5712], [4.0049, 2.0217, 2.2873], [5.2819, 2.1905, 2.5956], [1.2863, 4.9840, 3.3490], [-1.1455, 4.7977, 2.7712], [-1.9401, 2.7680, 1.5690], [1.7207, -1.8746, -0.4010], [4.1566, -2.0434, 0.0362], [5.2884, -0.2088, 1.3146], [-0.3948, 1.2866, -1.9626], [0.4850, -0.4406, -2.7557], [1.6532, -0.3087, -3.4976], [2.2632, -1.4449, -4.0150], [1.7062, -2.6948, -3.7948], [0.5325, -2.8197, -3.0611], [-0.0816, -1.6936, -2.5359], [-2.2178, 1.2433, -2.9840], [-2.3918, 2.1788, -3.9992], [-3.5558, 2.1504, -4.7526], [-4.5310, 1.2013, -4.4891], [-4.3545, 0.2756, -3.4684], [-3.1965, 0.2920, -2.7092], [2.0897, 0.6652, -3.6813], [3.1679, -1.3477, -4.5995], [2.1783, -3.5754, -4.2079], [0.0867, -3.7942, -2.9141], [-1.0141, -1.7949, -1.9886], [-1.6371, 2.9265, -4.2098], [-3.6995, 2.8709, -5.5456], [-5.4364, 1.1818, -5.0794], [-5.1232, -0.4571, -3.2639], [-3.0632, -0.4288, -1.9124], [-1.7971, -3.6358, 1.0730], [-1.7403, -2.7129, 2.1877], [-0.9954, -3.0382, 3.4074], [-1.1798, -1.7810, 4.2682], [-1.6605, -0.8066, 3.2794], [-2.0547, -1.4308, 2.1460], [-2.8919, -0.6163, 0.8695], [-1.9624, -4.6394, 1.4579], [-0.8579, -3.6191, 0.5124], [-2.6189, -3.3622, 0.4172], [0.0529, -3.2257, 3.1605], [-1.4084, -3.9337, 3.8684], [-0.2480, -1.4464, 4.7180], [-1.9217, -1.9239, 5.0544], [-2.1656, 0.0225, 3.5538]], "forces_ev_per_a": [[0.0, 0.1, -0.1], [-0.1, 0.0, -0.2], [0.0, 0.0, 0.1], [0.1, 0.1, 0.0], [-0.1, -0.1, 0.0], [-0.1, -0.1, -0.1], [0.0, 0.0, 0.0], [-0.1, -0.1, 0.0], [0.1, 0.2, 0.1], [0.1, 0.0, 0.0], [0.0, 0.0, 0.0], [0.3, 0.1, 0.0], [0.0, 0.0, -0.1], [0.0, 0.0, 0.0], [-0.1, 0.0, 0.0], [-0.2, -0.1, -0.1], [0.1, 0.1, 0.0], [0.0, 0.0, 0.1], [0.0, 0.0, 0.0], [0.0, 0.0, 0.0], [0.0, 0.0, 0.0], [0.0, 0.0, 0.0], [0.0, 0.0, 0.0], [0.0, 0.0, 0.0], [0.0, 0.1, 0.0], [0.0, -0.1, -0.1], [0.0, 0.0, 0.1], [0.0, 0.0, 0.0], [0.0, 0.0, 0.0], [0.0, 0.0, 0.0], [-0.1, 0.0, 0.0], [-0.2, -0.1, -0.1], [0.1, 0.0, 0.1], [0.0, 0.0, 0.0], [0.0, 0.0, 0.0], [0.0, 0.0, 0.0], [0.1, 0.0, 0.0], [0.0, 0.0, 0.0], [0.0, 0.0, 0.0], [0.0, 0.0, 0.0], [0.0, 0.0, 0.0], [0.0, 0.0, 0.0], [0.0, 0.0, 0.0], [0.0, 0.0, 0.0], [0.0, 0.0, 0.0], [0.0, 0.0, 0.0], [0.0, 0.0, 0.0], [0.0, -0.1, -0.1], [0.1, 0.1, 0.0], [0.0, -0.1, 0.1], [0.0, 0.0, 0.1], [-0.1, -0.1, -0.1], [-0.3, 0.0, 0.3], [0.2, 0.0, -0.1], [0.0, 0.0, 0.0], [0.0, 0.0, 0.0], [0.0, 0.0, 0.0], [0.0, 0.0, 0.0], [0.0, 0.0, 0.0], [0.0, 0.0, 0.0], [0.0, 0.0, 0.0], [0.1, 0.0, 0.0]], "homo_ev": [-13.742, -14.337], "max_force_ev_per_a": 0.4, "total_charge": 2, "relative_energy_kj_mol": 0.00, "homo_lumo_gap_ev": [7.7, 6.6], "spin_multiplicity": 3}

# 2
{"formula": "C17H14F2N4O5S", "method": "ωB97M-V/def2-TZVPD", "elements": ["O", "C", "N", "C", "O", "N", "H", "C", "C", "C", "C", "C", "O", "H", "H", "H", "H", "H", "H", "C", "H", "H", "S", "C", "N", "N", "C", "C", "C", "C", "C", "C", "C", "H", "H", "O", "C", "F", "F", "H", "H", "H", "O"], "xyz": [[5.8215, -1.6045, 2.8317], [4.7298, -1.6676, 2.3174], [3.9732, -2.7936, 2.4727], [2.7043, -3.2948, 2.0970], [2.2315, -4.1830, 2.7646], [2.1485, -2.8150, 0.9708], [2.5527, -2.0698, 0.4241], [0.8083, -3.2202, 0.5970], [-0.2165, -2.1913, 0.9584], [-1.2688, -1.6759, 0.2596], [-1.9234, -0.7753, 1.1375], [-1.2138, -0.8043, 2.2965], [-0.1816, -1.6579, 2.1986], [-1.3281, -0.2820, 3.2251], [-2.7940, -0.1900, 0.9240], [-1.5424, -1.9052, -0.7496], [0.7683, -3.4019, -0.4788], [0.6029, -4.1504, 1.1384], [4.3978, -3.4263, 3.1477], [4.2093, -0.4886, 1.5138], [4.9706, 0.2908, 1.5795], [4.0298, -0.7320, 0.4681], [2.6622, 0.2284, 2.1929], [1.7695, 0.3495, 0.7245], [2.0432, -0.2234, -0.4144], [1.0662, 0.1284, -1.2655], [0.2389, 0.8910, -0.6195], [-0.9730, 1.4883, -1.1201], [-1.3741, 1.2343, -2.4292], [-2.5429, 1.7822, -2.9223], [-3.3144, 2.5900, -2.0985], [-2.9198, 2.8508, -0.7893], [-1.7546, 2.3034, -0.3002], [-1.4442, 2.4976, 0.7146], [-3.5424, 3.4829, -0.1774], [-4.5107, 3.1960, -2.4781], [-5.0070, 3.0287, -3.7093], [-4.1705, 3.4610, -4.6847], [-5.2602, 1.7308, -4.0094], [-5.9500, 3.5919, -3.7876], [-2.8329, 1.5702, -3.9386], [-0.7590, 0.6033, -3.0498], [0.6444, 1.0780, 0.6707]], "forces_ev_per_a": [[0.2, 0.1, 0.1], [-0.2, 0.3, -0.3], [0.1, -0.7, 0.5], [0.3, 0.3, -0.2], [-0.2, -0.3, 0.3], [0.0, 0.1, -0.3], [0.1, -0.1, 0.1], [-0.1, 0.0, 0.4], [-0.4, -0.1, -0.8], [0.5, -0.3, 0.3], [0.1, 0.0, 0.6], [-0.8, 0.4, -0.3], [0.4, -0.3, 0.2], [0.1, 0.0, 0.2], [-0.2, 0.2, 0.0], [0.0, -0.1, -0.3], [-0.1, 0.0, 0.1], [0.0, 0.1, -0.2], [-0.1, 0.2, -0.2], [-0.1, 0.4, 0.2], [-0.1, -0.2, -0.1], [0.1, 0.0, 0.0], [0.2, 0.0, 0.3], [0.3, -0.4, -0.7], [0.7, 0.0, 1.2], [-1.3, 0.7, -0.8], [0.8, -0.6, -0.4], [-0.4, 0.3, 0.1], [0.1, 0.1, 0.3], [-0.1, 0.0, -0.1], [0.0, 0.0, 0.1], [-0.3, 0.0, -0.3], [0.1, -0.1, -0.2], [0.0, 0.0, 0.1], [-0.1, 0.1, 0.1], [0.6, -0.1, 0.7], [-1.1, 0.3, -0.9], [0.3, 0.2, 0.0], [0.0, -0.3, 0.2], [0.4, -0.2, 0.1], [0.0, 0.0, 0.0], [0.0, -0.1, -0.1], [0.0, 0.1, -0.1]], "homo_ev": -8.785, "max_force_ev_per_a": 1.7, "smiles": "O=C(CSc1nnc(-c2ccc(OC(F)F)cc2)o1)NC(=O)NCc1ccco1", "relative_energy_kj_mol": 8.72, "homo_lumo_gap_ev": 8.8}

# 3
{"formula": "H24Na2O16S", "method": "ωB97M-V/def2-TZVPD", "elements": ["Na", "Na", "S", "O", "O", "O", "O", "O", "H", "H", "O", "H", "H", "O", "H", "H", "O", "H", "H", "O", "H", "H", "O", "H", "H", "O", "H", "H", "O", "H", "H", "O", "H", "H", "O", "H", "H", "O", "H", "H", "O", "H", "H"], "xyz": [[-1.3894, -1.7920, -3.4116], [1.5464, -4.4019, -3.3584], [0.5450, -2.9243, -0.4569], [-0.6417, -2.5997, 0.3542], [1.3829, -1.7056, -0.6026], [1.2759, -4.0044, 0.1921], [0.1191, -3.3362, -1.8067], [0.1289, -6.5082, -0.8635], [0.3550, -5.6178, -0.5747], [0.6967, -7.0778, -0.3336], [3.1400, -5.2851, -1.6088], [4.0661, -5.0783, -1.4385], [2.6473, -4.7680, -0.9410], [-2.6894, -1.7267, -1.2904], [-3.3078, -1.2514, -0.7276], [-2.0181, -2.0841, -0.6741], [2.6530, -2.2044, -2.9232], [2.2412, -2.0075, -2.0511], [2.4032, -1.4577, -3.4764], [4.3254, -0.5462, -0.0551], [3.6251, 0.0124, 0.3227], [3.8910, -1.3815, -0.2350], [-0.5905, -3.2055, 3.0043], [-0.4575, -2.3633, 3.4546], [-0.5773, -2.9807, 2.0487], [-2.7113, -4.6117, 0.6432], [-3.0748, -4.3265, 1.4894], [-2.0919, -3.9075, 0.3974], [-1.0890, -0.2953, 1.8414], [-1.4408, 0.3414, 1.2122], [-0.8819, -1.0885, 1.3093], [1.8132, 0.8118, 0.6350], [1.6354, -0.1055, 0.3173], [1.4308, 1.3803, -0.0383], [0.3926, -6.0149, 2.0539], [-0.5344, -6.0323, 1.7842], [0.7251, -5.1663, 1.7173], [-0.1374, 0.1324, -2.1975], [0.2696, 0.9687, -2.4518], [0.5458, -0.3390, -1.6773], [3.1340, -3.2069, 2.3741], [2.5369, -3.6133, 3.0138], [2.7564, -3.4332, 1.5172]], "forces_ev_per_a": [[0.0, 0.2, 1.3], [0.4, 0.0, 0.9], [-0.1, 0.5, 0.4], [-0.5, 0.2, -0.4], [0.2, 0.1, -0.1], [0.7, -0.2, -0.3], [-0.5, -0.2, -1.3], [0.0, -0.1, -0.7], [0.0, 0.0, 0.3], [-0.1, 0.1, 0.2], [-0.2, 0.5, -0.2], [-0.1, 0.0, -0.1], [0.0, -0.3, 0.2], [0.2, 0.0, -0.4], [0.0, 0.0, -0.1], [0.0, 0.1, 0.0], [-0.3, -0.3, -0.5], [0.1, 0.1, 0.1], [0.3, 0.1, 0.0], [0.0, 0.3, -0.1], [0.2, -0.1, 0.0], [-0.1, -0.1, 0.1], [0.0, 0.2, -0.3], [-0.1, 0.0, -0.1], [0.0, -0.2, 0.9], [-0.1, 0.1, -0.1], [0.1, 0.0, 0.0], [-0.1, -0.3, 0.2], [-0.1, -0.3, -0.2], [0.1, 0.0, 0.0], [-0.1, 0.5, 0.2], [0.0, -0.7, -0.4], [-0.1, 0.6, 0.5], [0.0, 0.1, 0.1], [0.2, 0.0, -0.1], [0.1, 0.1, 0.0], [-0.3, -0.3, 0.2], [0.3, -0.2, -0.4], [-0.1, -0.1, 0.0], [-0.3, -0.1, 0.2], [0.1, 0.0, 0.1], [0.0, 0.1, -0.1], [-0.2, 0.0, 0.1]], "homo_ev": -9.855, "max_force_ev_per_a": 1.4, "relative_energy_kj_mol": 0.00, "homo_lumo_gap_ev": 7.8}

# 4
{"formula": "C33H60N8O3", "method": "ωB97M-V/def2-TZVPD", "elements": ["C", "O", "C", "C", "N", "C", "C", "O", "O", "H", "H", "H", "H", "H", "H", "H", "H", "H", "H", "H", "C", "C", "C", "C", "N", "H", "H", "H", "H", "H", "H", "H", "C", "C", "C", "C", "N", "H", "H", "H", "H", "H", "H", "H", "C", "C", "C", "C", "N", "H", "H", "H", "H", "H", "H", "H", "C", "C", "C", "C", "N", "H", "H", "H", "H", "H", "H", "H", "C", "C", "C", "C", "N", "H", "H", "H", "H", "H", "H", "H", "C", "C", "C", "C", "N", "H", "H", "H", "H", "H", "H", "H", "C", "C", "C", "C", "N", "H", "H", "H", "H", "H", "H", "H"], "xyz": [[5.0154, 1.6217, -0.6313], [3.6931, 1.8903, -1.2104], [3.3153, 0.9290, -2.2512], [2.3110, -0.2686, -1.8041], [3.0841, -1.2137, -0.8685], [0.8884, 0.1405, -1.1452], [0.5060, 1.7237, -1.1064], [-0.0107, 2.1939, 0.0619], [0.6441, 2.7118, -2.1873], [4.9172, 1.8638, 0.5337], [5.7707, 2.3852, -1.1120], [5.3422, 0.4991, -0.7115], [4.2960, 0.4051, -2.6840], [2.8245, 1.5011, -3.1717], [2.0848, -0.9234, -2.7760], [3.0810, -0.8431, 0.1077], [4.0657, -1.2915, -1.2504], [0.8642, -0.2588, -0.0204], [-0.0297, -0.4144, -1.6690], [1.3801, 3.3341, -1.8466], [0.9472, 2.7734, -6.7385], [0.3323, 1.4158, -7.0631], [0.0943, 0.5576, -5.8191], [1.4164, 0.2930, -5.1172], [2.5131, 0.0736, -4.5349], [1.9365, 2.6703, -6.2813], [1.0723, 3.3622, -7.6527], [0.3073, 3.3401, -6.0525], [0.9922, 0.8852, -7.7604], [-0.6219, 1.5718, -7.5784], [-0.3594, -0.3978, -6.1029], [-0.5864, 1.0643, -5.1265], [-0.3585, 1.6554, 4.0730], [0.7785, 1.3823, 5.0524], [2.1547, 1.3915, 4.3841], [2.2146, 0.3104, 3.3172], [2.2643, -0.5865, 2.4322], [-0.4217, 0.8818, 3.3011], [-1.3184, 1.6678, 4.5989], [-0.2271, 2.6253, 3.5797], [0.6056, 0.4125, 5.5349], [0.7585, 2.1425, 5.8411], [2.9354, 1.2049, 5.1291], [2.3517, 2.3650, 3.9222], [1.0702, -3.4203, -4.4071], [-0.1716, -3.5814, -3.5360], [-1.3761, -4.1198, -4.3108], [-1.7377, -3.1580, -5.4309], [-2.0377, -2.3602, -6.3602], [0.9100, -2.6922, -5.2087], [1.9117, -3.0613, -3.8063], [1.3578, -4.3756, -4.8608], [-0.4200, -2.6107, -3.0897], [0.0587, -4.2653, -2.7118], [-2.2351, -4.2302, -3.6405], [-1.1505, -5.1027, -4.7383], [-3.9582, 2.5292, -4.4352], [-4.5731, 1.1715, -4.7598], [-4.8111, 0.3133, -3.5157], [-3.4890, 0.0488, -2.8139], [-2.3923, -0.1707, -2.2316], [-2.9690, 2.4260, -3.9780], [-3.8331, 3.1180, -5.3494], [-4.5981, 3.0959, -3.7492], [-3.9132, 0.6410, -5.4571], [-5.5273, 1.3275, -5.2750], [-5.2649, -0.6421, -3.7996], [-5.4919, 0.8201, -2.8231], [3.7542, 5.4411, 6.3588], [2.9822, 5.0150, 7.6035], [3.7081, 3.9400, 8.4149], [3.9024, 2.6968, 7.5622], [4.0637, 1.6655, 6.8548], [3.8849, 4.6091, 5.6596], [3.2123, 6.2295, 5.8270], [4.7448, 5.8275, 6.6246], [1.9942, 4.6479, 7.2996], [2.8184, 5.8929, 8.2381], [3.1217, 3.6792, 9.3023], [4.6856, 4.3045, 8.7489], [-5.5388, -3.3081, -1.9458], [-6.7806, -3.4692, -1.0748], [-7.9850, -4.0076, -1.8495], [-8.3466, -3.0458, -2.9696], [-8.6466, -2.2480, -3.8989], [-5.6989, -2.5800, -2.7474], [-4.6972, -2.9490, -1.3450], [-5.2511, -4.2634, -2.3996], [-7.0290, -2.4985, -0.6284], [-6.5503, -4.1531, -0.2505], [-8.8440, -4.1179, -1.1792], [-7.7595, -4.9905, -2.2770], [1.2685, -4.0600, 6.9254], [2.1767, -2.9572, 6.3906], [2.4458, -1.8570, 7.4191], [1.1358, -1.2004, 7.8232], [0.0491, -0.6556, 8.1584], [0.2766, -3.6765, 7.1848], [1.1277, -4.8371, 6.1675], [1.7020, -4.5274, 7.8169], [1.7177, -2.5238, 5.4936], [3.1301, -3.4002, 6.0824], [3.1114, -1.0989, 6.9929], [2.9304, -2.2725, 8.3093]], "forces_ev_per_a": [[-0.1, 0.6, 1.3], [0.7, -1.9, -0.4], [-0.1, 0.0, -1.6], [0.7, -0.8, -0.5], [-0.3, 1.1, -0.5], [-0.6, -0.2, 0.2], [-2.5, 2.8, 6.3], [3.3, -2.8, -7.4], [1.7, -1.7, 2.6], [0.3, -0.5, -2.5], [-1.2, -1.8, 0.9], [-0.6, 2.3, -0.1], [-2.1, 1.1, 0.9], [1.3, -0.8, 2.6], [0.6, 1.7, 2.4], [0.3, -0.3, -1.1], [-1.5, 0.2, 0.9], [0.0, 1.3, -2.4], [2.1, 1.4, 0.9], [-1.7, -1.3, -0.6], [0.0, 0.1, -0.1], [0.2, 0.3, -0.2], [1.0, -0.2, 0.3], [7.1, -1.6, 3.9], [-8.8, 1.4, -6.1], [-0.1, 0.0, 0.0], [0.0, 0.0, 0.1], [0.1, -0.1, -0.1], [-0.2, 0.0, 0.1], [0.1, -0.2, 0.1], [0.1, 0.0, 0.2], [0.2, -0.1, 0.1], [-0.1, 0.0, 0.0], [-0.4, -0.1, 0.0], [-0.1, -1.0, -0.7], [0.6, -5.8, -6.0], [-0.4, 7.0, 7.0], [0.1, 0.2, 0.0], [0.1, 0.0, -0.1], [0.0, -0.2, 0.0], [0.1, 0.2, 0.0], [0.2, -0.1, 0.0], [-0.1, -0.1, -0.4], [0.0, -0.2, -0.1], [0.1, 0.0, 0.0], [0.4, 0.2, 0.1], [-0.2, 0.9, -0.6], [-2.3, 5.2, -6.3], [2.4, -6.2, 7.4], [0.0, -0.1, 0.1], [-0.1, -0.1, -0.1], [0.0, 0.1, 0.0], [-0.1, -0.2, 0.0], [-0.2, 0.1, -0.1], [0.0, 0.1, -0.3], [-0.1, 0.2, -0.1], [0.0, 0.1, 0.0], [0.2, 0.3, -0.3], [1.0, -0.2, 0.3], [7.2, -1.7, 4.1], [-8.7, 1.7, -4.7], [-0.1, 0.0, 0.0], [-0.1, -0.1, 0.1], [0.1, 0.0, -0.1], [-0.2, -0.1, 0.1], [0.1, -0.2, 0.1], [0.2, 0.1, 0.2], [0.2, -0.1, 0.0], [0.0, 0.1, -0.1], [-0.1, 0.2, -0.4], [-0.1, -0.8, -0.7], [1.2, -7.1, -4.5], [-1.2, 8.2, 5.8], [0.0, 0.1, 0.1], [0.1, -0.1, 0.1], [-0.1, -0.1, -0.1], [0.1, 0.0, 0.2], [0.0, -0.2, 0.0], [0.2, -0.2, -0.2], [-0.1, -0.2, -0.1], [0.2, 0.0, 0.0], [0.3, 0.2, 0.1], [-0.2, 0.9, -0.7], [-2.3, 5.2, -6.4], [2.5, -6.3, 7.4], [-0.1, -0.2, 0.1], [-0.1, -0.1, -0.1], [0.0, 0.1, 0.0], [-0.1, -0.2, 0.0], [-0.2, 0.1, -0.1], [0.0, 0.1, -0.3], [-0.1, 0.2, -0.1], [-0.1, -0.1, 0.0], [-0.2, -0.3, -0.2], [-1.0, 0.4, 0.0], [-7.1, 3.9, 2.5], [8.6, -4.3, -2.7], [0.1, 0.0, 0.0], [0.0, 0.1, 0.1], [-0.1, 0.0, -0.1], [0.2, 0.0, 0.1], [-0.1, 0.2, 0.1], [-0.2, 0.1, 0.2], [-0.2, 0.1, 0.0]], "homo_ev": -8.261, "max_force_ev_per_a": 10.8, "smiles": "COC[C@@H](N)CC(=O)O.CCCC#N.CCCC#N.CCCC#N.CCCC#N.CCCC#N.CCCC#N.CCCC#N", "homo_lumo_gap_ev": 8.9}

- Number 3 is which compound?
  H24Na2O16S

- What is the formula in the third record?
  H24Na2O16S